Entry 1:
The following is a quantum chemistry calculation of a molecular structure, C4H5NO2, from the OMol25 dataset.

Cartesian coordinates (Å):
N  1.074  -1.073  0.471
C  -0.075  -0.417  -0.016
C  -0.119  0.825  -1.780
C  0.006  1.124  -0.401
O  -1.239  1.360  0.349
C  -1.254  0.093  0.830
O  -1.951  -0.394  1.668
H  0.989  -2.079  0.435
H  1.320  -0.793  1.412
H  0.921  0.643  -2.120
H  -0.509  -0.943  -0.906
H  0.837  1.655  0.058

Relative energy (zero: lowest compared OMol25 entry of this formula, charge and spin) (kJ/mol): 433.6
Net charge: 0
Frontier orbital gap (eV): 9.42
2S+1: 1
LUMO (eV): -0.0990
Total energy (eV): -9809.82049

Löwdin population analysis, charges in e, atoms 1 to 5: 0.091, -0.271, 0.186, -0.342, 0.072

Entry 2:
The following is a quantum chemistry calculation of a single C4H5NO2 molecule, from the OMol25 dataset.

Cartesian coordinates (Å):
O  0.770  2.291  0.384
C  0.354  1.166  0.185
N  1.111  0.083  -0.117
C  0.516  -1.223  -0.366
C  -0.752  -1.561  0.411
O  -1.356  -0.500  0.861
C  -1.115  0.791  0.221
H  2.117  0.198  -0.099
H  1.181  -2.001  0.014
H  0.384  -1.427  -1.443
H  -1.498  0.644  -0.792
H  -1.711  1.538  0.741

Relative energy (zero: lowest compared OMol25 entry of this formula, charge and spin) (kJ/mol): 279.8
Net charge: 0
Frontier orbital gap (eV): 9.46
2S+1: 1
LUMO (eV): 0.5621
Total energy (eV): -9811.41532

Löwdin population analysis, charges in e, atoms 1 to 5: 0.069, -0.483, 0.076, -0.198, -0.009

Entry 3:
The following is a quantum chemistry calculation of a single C4H5NO2 molecule at a distorted geometry, from the OMol25 dataset.

Cartesian coordinates (Å):
H  -2.293  -1.476  -0.784
N  -2.315  -0.463  -0.651
C  -1.106  -0.140  -0.521
C  0.123  -0.868  -0.350
C  0.956  0.008  0.227
O  2.206  -0.107  0.678
C  0.268  1.279  0.333
O  -0.988  1.166  -0.236
H  0.266  -1.919  -0.554
H  2.498  -1.021  0.542
H  -0.154  1.356  1.487
H  0.741  2.196  0.001

Relative energy (zero: lowest compared OMol25 entry of this formula, charge and spin) (kJ/mol): 187.8
Structure (SMILES): [H]/N=C1\C=C(O)CO1
Net charge: 0
Frontier orbital gap (eV): 9.25
2S+1: 1
LUMO (eV): 0.3629
Total energy (eV): -9812.36789

Löwdin population analysis, charges in e, atoms 1 to 5: 0.048, 0.153, -0.507, 0.061, -0.332

Entry 4:
The following is a quantum chemistry calculation of a molecular structure, C4H5NO2 at a distorted geometry, from the OMol25 dataset.

Cartesian coordinates (Å):
C  0.316  -0.214  0.562
C  -1.025  -0.518  0.214
C  -1.089  -0.644  -1.133
C  1.047  -0.191  -0.888
H  0.571  1.116  2.279
H  0.834  1.724  0.423
H  0.749  -0.888  1.292
H  -1.729  -0.586  0.966
H  -1.948  -0.682  -1.625
N  0.079  1.158  1.054
O  0.067  -0.572  -1.814
O  2.126  0.298  -1.328

Relative energy (zero: lowest compared OMol25 entry of this formula, charge and spin) (kJ/mol): 353.9
Net charge: 0
Frontier orbital gap (eV): 9.37
2S+1: 1
LUMO (eV): 0.2472
Total energy (eV): -9810.64640

Löwdin population analysis, charges in e, atoms 1 to 5: -0.356, -0.074, -0.100, -0.264, 0.209

Entry 5:
The following is a quantum chemistry calculation of a single C4H5NO2 molecule, from the OMol25 dataset.

Cartesian coordinates (Å):
C  -1.729  -1.350  -0.116
N  -0.878  -0.679  0.535
C  -0.512  0.620  -0.002
C  0.918  0.394  -0.463
O  1.216  -0.046  -1.548
C  2.021  0.634  0.569
O  1.812  1.161  1.632
H  -2.264  -0.968  -0.995
H  -1.946  -2.370  0.202
H  -1.129  0.947  -0.852
H  -0.529  1.367  0.797
H  3.020  0.289  0.241

Relative energy (zero: lowest compared OMol25 entry of this formula, charge and spin) (kJ/mol): 191.6
Structure (SMILES): C=NCC(=O)C=O
Net charge: 0
Frontier orbital gap (eV): 9.25
2S+1: 1
LUMO (eV): -0.6367
Total energy (eV): -9812.32917

Löwdin population analysis, charges in e, atoms 1 to 5: -0.035, -0.013, -0.172, -0.344, 0.117

Entry 6:
The following is a quantum chemistry calculation of a single C4H5NO2 molecule, from the OMol25 dataset.

Cartesian coordinates (Å):
O  -1.428  -2.257  0.427
C  -1.107  -1.106  0.268
C  0.234  -0.593  0.699
C  1.189  -0.300  -0.416
N  0.644  0.765  0.375
C  -0.247  1.670  -0.209
O  -0.304  1.910  -1.390
H  -1.785  -0.381  -0.228
H  0.597  -0.999  1.640
H  0.821  -0.397  -1.435
H  2.246  -0.500  -0.274
H  -0.860  2.189  0.546

Relative energy (zero: lowest compared OMol25 entry of this formula, charge and spin) (kJ/mol): 192.0
Structure (SMILES): O=C[C@H]1CN1C=O
Net charge: 0
Frontier orbital gap (eV): 10.78
2S+1: 1
LUMO (eV): 0.5553
Total energy (eV): -9812.32529

Löwdin population analysis, charges in e, atoms 1 to 5: 0.073, -0.214, -0.187, -0.058, -0.018

Entry 7:
The following is a quantum chemistry calculation of a single C4H5NO2 molecule at a distorted geometry, from the OMol25 dataset.

Cartesian coordinates (Å):
N  0.100  0.834  2.429
C  -0.157  -0.029  1.465
C  -0.642  -0.346  0.376
C  -0.320  -0.218  -1.031
O  -1.141  -0.772  -2.020
C  1.135  -0.539  -1.424
O  2.086  -0.008  -0.911
H  0.461  0.567  3.324
H  0.008  1.820  2.229
H  -0.559  0.873  -0.856
H  -2.015  -0.884  -1.630
H  1.260  -1.318  -2.213

Relative energy (zero: lowest compared OMol25 entry of this formula, charge and spin) (kJ/mol): 366.1
Structure (SMILES): NC#C[C@H](O)C=O
Net charge: 0
Frontier orbital gap (eV): 9.60
2S+1: 1
LUMO (eV): 0.7010
Total energy (eV): -9810.52023

Löwdin population analysis, charges in e, atoms 1 to 5: 0.084, -0.155, -0.004, -0.396, -0.028

Entry 8:
The following is a quantum chemistry calculation of 2 unconnected molecules or ions with the total composition C4H5NO2 at a distorted geometry, from the OMol25 dataset.

Cartesian coordinates (Å):
O  0.356  -2.779  1.054
C  0.300  -1.650  0.907
C  1.254  0.241  -0.185
C  0.210  0.881  -0.973
N  -0.617  1.190  0.188
C  -1.501  0.265  0.555
O  -1.583  -0.919  0.159
H  1.733  0.822  0.595
H  1.742  -0.679  -0.480
H  -0.242  0.200  -1.703
H  0.533  1.807  -1.463
H  -2.184  0.621  1.345

Relative energy (zero: lowest compared OMol25 entry of this formula, charge and spin) (kJ/mol): 438.8
Net charge: 0
Frontier orbital gap (alpha / beta) (eV): 7.92 / 7.91
2S+1: 1
LUMO (alpha / beta) (eV): -1.3963 / -1.4008
Total energy (eV): -9809.76648

Löwdin population analysis, charges in e, atoms 1 to 5: 0.136, 0.023, 0.110, -0.290, 0.025

Entry 9:
The following is a quantum chemistry calculation of a single C4H5NO2 molecule at a distorted geometry, from the OMol25 dataset.

Cartesian coordinates (Å):
C  -1.742  0.901  -0.060
N  -0.373  0.386  -0.199
O  0.544  1.210  0.479
C  1.648  0.527  0.553
C  1.403  -0.748  -0.032
C  -0.056  -0.817  -0.350
O  -0.940  -1.783  -0.521
H  -1.642  1.963  -0.377
H  -2.579  0.316  -0.560
H  -2.284  1.074  1.064
H  2.596  0.768  1.189
H  2.163  -1.425  -0.247

Relative energy (zero: lowest compared OMol25 entry of this formula, charge and spin) (kJ/mol): 412.0
Structure (SMILES): Cn1occc1=O
Net charge: 0
Frontier orbital gap (eV): 9.94
2S+1: 1
LUMO (eV): 0.7060
Total energy (eV): -9810.04483

Löwdin population analysis, charges in e, atoms 1 to 5: -0.006, -0.088, 0.032, -0.094, 0.062

Entry 10:
The following is a quantum chemistry calculation of a molecular structure, C4H5NO2 at a distorted geometry, from the OMol25 dataset.

Cartesian coordinates (Å):
C  -0.884  -1.496  0.988
C  -0.755  0.014  0.929
C  -0.599  -1.481  -0.329
C  -0.382  -0.009  -0.329
N  -0.124  0.930  -1.263
O  0.447  1.956  -1.057
O  -0.432  0.500  -2.389
H  -0.955  -2.171  1.855
H  -1.086  0.641  1.732
H  2.832  1.914  0.610
H  -0.379  -2.207  -1.066
H  2.315  1.408  0.319

Relative energy (zero: lowest compared OMol25 entry of this formula, charge and spin) (kJ/mol): 827.7
Net charge: 0
Frontier orbital gap (alpha / beta) (eV): 7.57 / 7.57
2S+1: 1
LUMO (alpha / beta) (eV): -1.2496 / -1.2457
Total energy (eV): -9805.73680

Löwdin population analysis, charges in e, atoms 1 to 5: -0.001, 0.064, 0.020, -0.223, -0.380